18
Properties=species:S:1:pos:R:3:nbo_charge:R:1 method="wB97M-V/def2-TZVPD" lumo_ev="-9.6004 / -13.7359" s_squared=0.754 spin_multiplicity=2 homo_ev="-19.0 / -19.0" total_energy_ev=-8870.0832 orbital_gap_ev="9.43 / 5.30" charge=+2 relative_energy_kcal_mol=16.7 mol_weight_g_mol=94.13
C -1.24 -0.06 -2.16 -0.75
C -0.88 0.09 -0.78 0.13
C -1.38 1.04 0.08 0.25
N -0.83 1.22 1.43 -0.78
H -0.44 0.37 -2.84 0.39
H -1.44 -1.05 -2.51 0.34
H -2.07 0.62 -2.56 0.30
H -0.16 -0.58 -0.31 0.28
H -2.19 1.74 -0.16 0.27
H -1.57 1.12 2.14 0.48
H -0.17 0.41 1.73 0.50
H -0.44 2.15 1.67 0.50
H 1.68 -0.99 1.15 0.55
H 0.77 -1.48 2.36 0.53
O 0.78 -0.93 1.57 -1.02
H 3.90 -1.24 0.07 0.52
H 2.75 -1.32 -0.90 0.49
O 2.94 -1.10 0.02 -0.97